The following is a quantum chemistry calculation of a 2-piece molecular cluster, C5H11N2 overall at a distorted geometry, from the Open Molecules 2025 dataset.

The geometry in XYZ format:
```
18
Properties=species:S:1:pos:R:3
C 1.524 -0.788 0.213
C -2.507 -0.428 -1.016
C 0.478 -1.652 0.473
C 3.297 0.924 -0.371
C -2.152 1.104 0.718
N 2.353 -0.027 -0.041
N -1.878 -0.128 0.029
H -3.266 0.202 -1.470
H -2.288 -1.366 -1.502
H 0.472 -2.468 -0.251
H -0.506 -1.072 0.365
H 0.529 -2.059 1.482
H 3.906 1.146 0.507
H 3.932 0.531 -1.168
H 2.793 1.831 -0.706
H -1.309 1.343 1.366
H -3.036 0.978 1.345
H -2.342 1.929 0.028
```

Charge: +1
HOMO level: -13.448 eV
ΔE to the lowest compared entry with this formula, charge and spin: 47.4 kcal per mole
Strongest force on any atom: 3.36 eV/Å

***

The following is a quantum chemistry calculation of an isolated ion of composition C5H11N2 and charge +1 at a distorted geometry, from the Open Molecules 2025 dataset.

The geometry in XYZ format:
```
18
Properties=species:S:1:pos:R:3
C 0.788 2.958 0.121
N 1.147 1.778 0.374
C 0.189 0.794 0.658
C -0.740 0.391 -0.233
C -1.454 -0.925 -0.064
C -0.693 -2.079 -0.666
N 0.739 -2.096 -0.184
H -0.237 3.243 -0.129
H 1.535 3.745 0.067
H 0.175 0.285 1.620
H -1.074 1.112 -0.972
H -2.441 -0.861 -0.518
H -1.624 -1.121 1.002
H -1.089 -3.089 -0.600
H -0.564 -1.933 -1.740
H 1.407 -2.827 -0.431
H 0.699 -2.217 0.841
H 1.115 -1.136 -0.219
```

Charge: +1
HOMO level: -13.064 eV
ΔE to the lowest compared entry with this formula, charge and spin: 43.8 kcal per mole
Structure (SMILES): C=N/C=C/CC[NH3+]
Strongest force on any atom: 2.74 eV/Å

***

The following is a quantum chemistry calculation of one molecule with the formula C5H11N2O at a distorted geometry, from the Open Molecules 2025 dataset.

The geometry in XYZ format:
```
19
Properties=species:S:1:pos:R:3
O -1.388 -2.448 0.191
C -2.199 -1.619 0.507
C -2.103 -0.157 0.218
C -1.058 0.312 -0.815
C 0.356 -0.207 -0.623
N 3.063 0.977 -0.225
C 2.131 0.825 0.829
N 0.928 0.153 0.650
H -3.085 -1.927 1.100
H -3.082 0.109 -0.180
H -1.872 0.339 1.167
H -1.083 1.396 -0.758
H -1.333 -0.026 -1.822
H 0.281 -1.280 -0.749
H 0.966 0.166 -1.445
H 2.692 1.007 -1.172
H 3.672 1.774 -0.061
H 2.481 1.086 1.806
H 0.633 -0.479 1.382
```

HOMO level (alpha / beta): -4.934 / -8.929 eV
ΔE to the lowest compared entry with this formula, charge and spin: 13.6 kcal per mole
2S+1: 2
⟨S²⟩: 0.753
Strongest force on any atom: 1.00 eV/Å

***

The following is a quantum chemistry calculation of an isolated ion of composition C5H11N2O and charge +1 at a distorted geometry, from the Open Molecules 2025 dataset.

The geometry in XYZ format:
```
19
Properties=species:S:1:pos:R:3
C -1.251 -0.643 1.121
N 0.030 -0.897 1.184
C 0.723 -1.666 2.174
C 0.969 -0.213 0.310
C 0.414 0.078 -1.109
N -0.815 0.791 -1.253
C -1.069 1.750 -1.970
O -0.219 2.347 -2.901
H -1.953 -1.016 1.831
H -1.621 -0.222 0.083
H 1.638 -1.245 2.601
H 0.053 -1.794 3.059
H 1.002 -2.701 1.902
H 2.023 -0.585 0.400
H 1.164 0.813 0.615
H 1.313 0.501 -1.618
H 0.237 -0.889 -1.443
H -2.015 2.315 -1.898
H -0.624 3.276 -3.089
```

Charge: +1
HOMO level: -13.787 eV
ΔE to the lowest compared entry with this formula, charge and spin: 80.0 kcal per mole
Structure (SMILES): C=[N+](C)CC/N=C\O
Strongest force on any atom: 3.95 eV/Å

***

The following is a quantum chemistry calculation of an isolated ion of composition C5H11N2O and charge +1 at a distorted geometry, from the Open Molecules 2025 dataset.

The geometry in XYZ format:
```
19
Properties=species:S:1:pos:R:3
C 1.547 -0.090 -0.034
C -0.889 -1.014 -0.423
C 2.919 0.470 0.258
C -2.276 0.892 0.348
C -2.261 -0.397 -0.480
N 1.068 -1.150 0.596
N 0.668 0.378 -0.826
O -0.304 -1.188 0.708
H -0.568 -1.707 -1.176
H 3.695 0.472 -0.461
H 3.305 -0.026 1.144
H 2.681 1.461 0.557
H -1.394 1.549 0.179
H -2.171 0.683 1.348
H -3.128 1.506 0.041
H -2.340 -0.236 -1.594
H -2.856 -1.054 0.072
H 1.595 -1.625 1.319
H 0.709 1.075 -1.575
```

Charge: +1
HOMO level: -14.424 eV
ΔE to the lowest compared entry with this formula, charge and spin: 107.3 kcal per mole
Strongest force on any atom: 3.93 eV/Å